# 1
Here is a single C23H34N4O2 molecule at a distorted geometry from OMol25. Energies are from the ωB97M-V functional and the def2-TZVPD basis.

E: -34458.8565 eV
molecular weight: 398.6 g mol⁻¹
HOMO: -8.2 eV
largest force on an atom: 1.0 eV Å⁻¹
SMILES: Cc1ccc(-c2ccc(=O)n(CC(=O)NCCN(CC(C)C)CC(C)C)n2)cc1
LUMO energy: -0.07 eV
HOMO-LUMO gap: 8.175 eV

Element x y z (Å)
C: 5.22 -6.40 3.48
C: 4.15 -5.51 2.93
C: 2.81 -5.69 3.27
C: 1.83 -4.87 2.75
C: 2.16 -3.83 1.88
C: 3.50 -3.65 1.53
C: 4.47 -4.48 2.05
H: 5.51 -4.32 1.78
H: 3.76 -2.85 0.86
C: 1.14 -2.95 1.31
N: 1.44 -2.36 0.18
N: 0.59 -1.54 -0.39
C: -0.67 -1.22 0.09
O: -1.39 -0.44 -0.53
C: -1.00 -1.87 1.33
C: -0.12 -2.71 1.93
H: -0.35 -3.17 2.88
H: -1.97 -1.65 1.75
C: 1.04 -0.96 -1.64
H: 0.18 -0.87 -2.31
H: 1.80 -1.61 -2.06
C: 1.66 0.44 -1.44
O: 2.83 0.66 -1.67
N: 0.78 1.35 -0.98
H: -0.20 1.11 -0.88
C: 1.10 2.74 -0.81
H: 1.05 3.01 0.25
H: 2.12 2.90 -1.16
C: 0.10 3.59 -1.61
N: -1.25 3.26 -1.22
C: -2.21 3.20 -2.30
C: -2.34 1.80 -2.93
C: -3.71 1.67 -3.59
H: -4.51 1.80 -2.86
H: -3.83 0.68 -4.04
H: -3.84 2.42 -4.37
C: -1.25 1.51 -3.97
H: -1.26 2.26 -4.75
H: -1.44 0.54 -4.43
H: -0.27 1.48 -3.52
H: -2.27 1.06 -2.13
H: -3.19 3.46 -1.90
H: -1.98 3.93 -3.09
C: -1.69 3.93 0.00
H: -0.93 4.65 0.31
C: -1.95 2.96 1.16
C: -2.19 3.76 2.44
H: -1.34 4.40 2.67
H: -2.36 3.09 3.28
H: -3.07 4.39 2.33
C: -3.13 2.04 0.87
H: -2.90 1.39 0.03
H: -3.33 1.41 1.74
H: -4.02 2.61 0.65
H: -1.05 2.34 1.30
H: -2.61 4.50 -0.18
H: 0.23 3.38 -2.67
H: 0.34 4.66 -1.44
H: 0.80 -5.05 3.02
H: 2.54 -6.49 3.94
H: 4.82 -7.05 4.26
H: 6.03 -5.81 3.90
H: 5.63 -7.02 2.69

***

# 2
Here is a single C10H11NS molecule at a distorted geometry from OMol25. Energies are from the ωB97M-V functional and the def2-TZVPD basis.

E: -22871.9154 eV
molecular weight: 177.3 g mol⁻¹
HOMO: -8.6 eV
largest force on an atom: 4.8 eV Å⁻¹
SMILES: C=C(C)c1ccccc1NC=S
LUMO energy: 0.45 eV
HOMO-LUMO gap: 9.004 eV

Element x y z (Å)
C: 2.07 -1.88 -0.52
C: 1.16 -2.74 0.06
C: 1.94 -0.48 -0.46
C: -0.07 -2.23 0.43
C: 0.72 0.05 -0.07
C: -0.28 -0.82 0.33
C: -2.49 0.04 -0.45
C: 0.41 1.52 -0.07
C: -0.28 1.94 1.25
C: 0.61 2.34 -1.11
N: -1.66 -0.54 0.47
S: -4.06 0.31 -0.12
H: 2.98 -2.14 -1.01
H: 1.35 -3.83 0.05
H: 2.65 0.33 -0.83
H: -1.05 -2.82 0.62
H: -1.06 1.26 1.43
H: -0.72 2.96 1.11
H: 0.47 1.97 1.99
H: 0.33 3.29 -1.16
H: -1.96 0.41 -1.31
H: 1.07 1.87 -1.89
H: -2.14 -0.81 1.26

***

# 3
Here is a single C6H10N2 molecule at a distorted geometry from OMol25. Energies are from the ωB97M-V functional and the def2-TZVPD basis.

E: -9361.2146 eV
molecular weight: 110.2 g mol⁻¹
HOMO: -8.2 eV
largest force on an atom: 6.2 eV Å⁻¹
SMILES: CC1(C)[C@@H]2NC=N[C@@H]21
LUMO energy: 0.93 eV
HOMO-LUMO gap: 9.156 eV

Element x y z (Å)
C: 0.98 0.12 1.71
C: 0.42 0.09 0.38
C: 1.51 -0.08 -0.49
C: -0.93 -0.57 0.30
C: -1.57 0.18 -1.76
C: -0.85 0.99 0.13
H: 0.19 -0.30 2.41
H: 1.91 -0.52 1.85
H: 1.21 1.26 1.86
H: 1.32 0.03 -1.67
H: 1.98 -0.93 -0.14
H: 2.27 0.71 -0.36
H: -1.55 -1.09 1.15
H: -1.45 -2.06 -1.31
H: -1.72 0.16 -2.88
H: -1.03 1.76 1.05
N: -1.32 -1.01 -1.03
N: -1.37 1.28 -1.19

***

# 4
Here is 12 unconnected molecules or ions with the total composition C48H132N12O12 at a distorted geometry from OMol25. Energies are from the ωB97M-V functional and the def2-TZVPD basis.

E: -94356.2891 eV
molecular weight: 1069.7 g mol⁻¹
HOMO: -9.0 eV
largest force on an atom: 2.3 eV Å⁻¹
SMILES: COC[C@H](C)N.COC[C@H](C)N.COC[C@H](C)N.COC[C@H](C)N.COC[C@H](C)N.COC[C@H](C)N.COC[C@H](C)N.COC[C@H](C)N.COC[C@H](C)N.COC[C@H](C)N.COC[C@H](C)N.COC[C@H](C)N
LUMO energy: 0.16 eV
HOMO-LUMO gap: 9.119 eV

Element x y z (Å)
C: -1.08 -2.19 1.24
C: -0.57 -0.79 0.87
C: -0.61 -0.34 -0.62
O: 0.49 -0.84 -1.33
C: 0.72 -0.41 -2.66
N: -1.32 0.13 1.72
H: -0.30 -2.90 0.95
H: -1.91 -2.33 0.55
H: -1.44 -2.44 2.24
H: 0.48 -0.70 1.14
H: -0.37 0.72 -0.65
H: -1.60 -0.56 -1.04
H: 1.68 -0.80 -3.02
H: 0.70 0.68 -2.70
H: -0.13 -0.68 -3.29
H: -1.30 -0.24 2.66
H: -0.90 1.05 1.83
C: 1.80 -1.63 7.75
C: 1.00 -0.45 8.27
C: 1.56 0.87 7.68
O: 2.70 1.35 8.40
C: 2.40 1.97 9.61
N: -0.35 -0.62 7.73
H: 2.87 -1.54 7.97
H: 1.82 -1.68 6.66
H: 1.59 -2.57 8.27
H: 0.91 -0.37 9.35
H: 0.75 1.60 7.58
H: 1.84 0.67 6.65
H: 1.59 2.70 9.56
H: 3.27 2.56 9.89
H: 2.32 1.21 10.38
H: -0.81 0.06 8.32
H: -0.67 -1.51 8.08
C: 8.41 0.75 -5.01
C: 9.53 1.48 -4.32
C: 10.82 1.63 -5.15
O: 11.87 2.17 -4.35
C: 13.10 1.99 -4.99
N: 9.01 2.82 -4.03
H: 8.12 1.29 -5.92
H: 7.51 0.79 -4.41
H: 8.61 -0.26 -5.37
H: 9.75 1.07 -3.34
H: 10.67 2.25 -6.04
H: 11.08 0.62 -5.49
H: 13.12 2.61 -5.89
H: 13.32 0.97 -5.29
H: 13.87 2.30 -4.29
H: 8.14 2.84 -3.53
H: 8.74 3.14 -4.95
C: -0.29 -6.42 -11.04
C: -0.36 -5.62 -9.73
C: 0.53 -4.34 -9.69
O: 1.89 -4.68 -9.63
C: 2.74 -3.55 -9.31
N: -1.71 -5.24 -9.48
H: -0.63 -7.45 -10.93
H: 0.72 -6.59 -11.41
H: -0.84 -5.98 -11.88
H: -0.05 -6.41 -9.06
H: 0.22 -3.64 -8.92
H: 0.40 -3.81 -10.63
H: 3.76 -3.93 -9.37
H: 2.40 -3.10 -8.37
H: 2.60 -2.81 -10.10
H: -1.96 -4.60 -10.22
H: -2.45 -5.93 -9.58
C: -6.49 2.51 0.04
C: -7.81 2.47 -0.75
C: -7.56 2.04 -2.22
O: -8.72 2.12 -3.00
C: -8.54 1.63 -4.28
N: -8.61 1.50 -0.08
H: -6.74 3.03 0.96
H: -5.65 3.12 -0.28
H: -6.03 1.54 0.22
H: -8.24 3.47 -0.82
H: -7.06 1.07 -2.22
H: -6.87 2.83 -2.51
H: -9.49 1.89 -4.76
H: -8.35 0.56 -4.34
H: -7.83 2.18 -4.90
H: -8.08 0.65 -0.16
H: -9.45 1.45 -0.63
C: 3.09 2.98 -9.87
C: 3.96 3.52 -8.70
C: 5.14 4.38 -9.13
O: 5.91 4.82 -8.00
C: 7.09 5.59 -8.32
N: 3.10 4.25 -7.80
H: 3.62 2.45 -10.65
H: 2.46 3.76 -10.31
H: 2.37 2.26 -9.48
H: 4.36 2.76 -8.03
H: 4.75 5.21 -9.71
H: 5.78 3.82 -9.82
H: 7.56 6.16 -7.52
H: 7.05 6.26 -9.18
H: 7.78 4.79 -8.59
H: 3.59 4.65 -7.01
H: 2.93 5.12 -8.28
C: 11.35 -5.09 -1.36
C: 9.97 -5.78 -1.56
C: 8.80 -4.81 -1.82
O: 7.55 -5.53 -1.93
C: 6.41 -4.69 -2.12
N: 10.22 -6.65 -2.67
H: 11.66 -4.33 -2.08
H: 12.14 -5.84 -1.44
H: 11.35 -4.68 -0.35
H: 9.69 -6.28 -0.63
H: 9.02 -4.22 -2.71
H: 8.75 -4.18 -0.93
H: 6.22 -4.29 -3.11
H: 6.39 -3.81 -1.48
H: 5.51 -5.15 -1.70
H: 9.53 -7.37 -2.75
H: 10.08 -6.06 -3.48
C: 3.88 3.03 1.00
C: 3.35 4.38 0.44
C: 3.11 5.45 1.55
O: 2.08 5.01 2.42
C: 2.00 5.68 3.67
N: 4.34 4.93 -0.46
H: 4.94 3.12 1.25
H: 3.71 2.22 0.29
H: 3.33 2.82 1.92
H: 2.41 4.17 -0.07
H: 3.04 6.47 1.18
H: 4.06 5.47 2.09
H: 2.83 5.29 4.26
H: 1.08 5.50 4.22
H: 2.12 6.76 3.65
H: 3.99 5.68 -1.04
H: 5.18 5.24 0.01
C: -5.18 2.60 8.39
C: -5.10 3.22 9.79
C: -6.46 3.03 10.55
O: -6.61 3.79 11.69
C: -6.57 5.17 11.49
N: -3.90 2.64 10.42
H: -5.38 1.54 8.49
H: -4.25 2.73 7.84
H: -5.93 3.10 7.76
H: -4.85 4.25 9.53
H: -6.61 1.96 10.66
H: -7.31 3.24 9.90
H: -6.97 5.75 12.32
H: -7.29 5.42 10.70
H: -5.59 5.54 11.20
H: -4.04 2.46 11.40
H: -3.15 3.32 10.43
C: -6.97 -2.82 4.54
C: -7.18 -3.85 3.40
C: -8.62 -4.50 3.51
O: -8.68 -5.17 4.78
C: -9.87 -5.97 4.90
N: -6.91 -3.17 2.13
H: -5.92 -2.56 4.68
H: -7.42 -3.09 5.50
H: -7.52 -1.95 4.20
H: -6.47 -4.65 3.60
H: -8.68 -5.25 2.73
H: -9.44 -3.80 3.40
H: -9.93 -6.61 5.78
H: -10.06 -6.51 3.97
H: -10.70 -5.30 5.11
H: -6.04 -2.68 2.25
H: -6.68 -3.92 1.50
C: -3.83 -2.95 12.08
C: -4.85 -3.30 11.00
C: -4.57 -4.60 10.19
O: -3.34 -4.42 9.46
C: -3.06 -5.44 8.51
N: -6.15 -3.43 11.64
H: -3.76 -3.76 12.81
H: -4.18 -2.11 12.67
H: -2.86 -2.78 11.62
H: -4.82 -2.41 10.38
H: -5.42 -4.71 9.52
H: -4.53 -5.48 10.83
H: -3.28 -5.13 7.49
H: -3.64 -6.35 8.68
H: -1.99 -5.63 8.54
H: -6.84 -3.87 11.04
H: -6.03 -4.09 12.40
C: -2.78 4.79 -7.53
C: -3.11 3.84 -6.38
C: -3.13 2.31 -6.80
O: -4.02 2.07 -7.91
C: -4.15 0.69 -8.21
N: -2.20 4.04 -5.28
H: -2.76 5.82 -7.15
H: -3.51 4.84 -8.34
H: -1.87 4.51 -8.04
H: -4.13 4.02 -6.04
H: -3.47 1.71 -5.96
H: -2.14 2.02 -7.16
H: -4.66 0.54 -9.16
H: -4.76 0.14 -7.49
H: -3.21 0.15 -8.30
H: -2.39 3.36 -4.57
H: -1.22 4.03 -5.55

***

# 5
Here is 7 unconnected molecules or ions with the total composition C2H16O6 at a distorted geometry from OMol25. Energies are from the ωB97M-V functional and the def2-TZVPD basis.

E: -14618.2531 eV
molecular weight: 136.1 g mol⁻¹
HOMO: -9.9 eV
largest force on an atom: 4.8 eV Å⁻¹
SMILES: C=C.O.O.O.O.O.O
LUMO energy: 0.53 eV
HOMO-LUMO gap: 10.455 eV

Element x y z (Å)
C: -2.82 -0.13 -0.68
C: -2.29 -1.30 -0.25
H: -3.87 0.19 -0.47
H: -2.41 0.54 -1.40
H: -2.87 -1.95 0.44
H: -1.28 -1.65 -0.53
H: 3.63 0.76 -1.00
H: 2.76 0.09 0.08
O: 2.84 0.23 -0.90
H: -0.54 0.82 1.95
H: -0.27 0.34 3.43
O: -0.04 0.11 2.48
H: 1.14 1.19 -1.17
H: -0.01 0.24 -1.65
O: 0.18 1.24 -1.33
H: 1.54 -0.26 1.92
H: 2.38 -1.45 1.81
O: 2.45 -0.52 1.68
H: 1.62 -1.16 -1.63
H: 0.76 -1.82 -2.85
O: 0.77 -1.48 -1.84
H: -1.99 2.02 0.76
H: -0.65 1.83 0.12
O: -1.04 2.12 1.00

***

# 6
Here is 7 unconnected molecules or ions with the total composition C20H53ClN4O19PS6 at a distorted geometry from OMol25. Energies are from the ωB97M-V functional and the def2-TZVPD basis.

E: -153275.8472 eV
molecular weight: 912.5 g mol⁻¹
HOMO: -11.5 eV
largest force on an atom: 1.2 eV Å⁻¹
charge: +1
LUMO energy: -3.51 eV
HOMO-LUMO gap: 8.011 eV

Element x y z (Å)
O: -0.21 1.56 -4.41
P: -0.40 0.54 -5.44
N: 0.88 0.68 -6.57
C: 1.51 -0.13 -7.43
N: 2.58 0.24 -8.16
C: 2.89 -0.82 -8.89
N: 2.09 -1.84 -8.67
N: 1.19 -1.41 -7.72
Cl: -0.05 -2.42 -7.25
H: -1.55 0.75 -6.21
H: -0.37 -0.79 -4.99
H: 1.27 1.62 -6.57
H: 3.69 -0.86 -9.61
H: 2.01 -2.77 -9.08
O: -2.81 -1.00 -1.84
S: -1.45 -0.68 -1.51
O: -0.42 -1.15 -2.40
O: -1.13 -1.13 -0.04
C: -1.44 -2.49 0.37
C: -0.49 -3.50 -0.23
C: -1.24 1.04 -1.27
H: -2.48 -2.70 0.12
H: -1.35 -2.44 1.45
H: -0.61 -3.57 -1.31
H: -0.68 -4.48 0.20
H: 0.54 -3.21 -0.01
H: -2.00 1.40 -0.58
H: -1.35 1.51 -2.25
H: -0.25 1.22 -0.88
O: -2.39 1.42 1.83
S: -3.05 1.90 3.02
O: -3.00 3.31 3.29
O: -2.54 1.07 4.25
C: -1.09 0.96 4.45
C: -0.49 2.24 4.97
C: -4.72 1.36 3.04
H: -0.64 0.64 3.51
H: -0.99 0.15 5.17
H: -0.57 3.04 4.24
H: 0.56 2.09 5.20
H: -1.00 2.57 5.87
H: -4.75 0.30 2.83
H: -5.24 1.92 2.26
H: -5.14 1.60 4.01
O: -1.76 -0.39 7.29
S: -2.88 -0.24 8.18
O: -2.99 0.96 8.94
O: -2.95 -1.50 9.13
C: -1.74 -1.85 9.87
C: -1.47 -0.93 11.03
C: -4.37 -0.52 7.31
H: -0.91 -1.89 9.17
H: -1.94 -2.87 10.21
H: -1.23 0.08 10.70
H: -0.62 -1.32 11.60
H: -2.34 -0.87 11.69
H: -4.28 -1.45 6.74
H: -4.50 0.33 6.65
H: -5.19 -0.58 8.03
O: 0.22 -5.29 -11.18
S: 0.66 -4.01 -11.64
O: 1.32 -3.15 -10.68
O: -0.55 -3.24 -12.30
C: -1.81 -3.20 -11.56
C: -1.63 -2.38 -10.31
C: 1.66 -4.15 -13.07
H: -2.12 -4.22 -11.32
H: -2.53 -2.78 -12.25
H: -0.94 -2.91 -9.66
H: -2.57 -2.26 -9.77
H: -1.22 -1.40 -10.53
H: 1.15 -4.79 -13.79
H: 2.60 -4.60 -12.75
H: 1.83 -3.15 -13.48
O: 3.96 -0.56 -0.35
S: 3.73 -1.97 -0.33
O: 3.01 -2.54 0.77
O: 5.11 -2.72 -0.52
C: 6.20 -2.36 0.39
C: 6.02 -2.92 1.78
C: 2.97 -2.48 -1.83
H: 6.29 -1.27 0.39
H: 7.07 -2.77 -0.10
H: 5.17 -2.48 2.29
H: 6.92 -2.71 2.36
H: 5.87 -4.00 1.74
H: 3.53 -2.06 -2.66
H: 1.95 -2.09 -1.81
H: 2.97 -3.57 -1.86
O: -0.48 5.15 6.21
S: 0.00 6.20 5.36
O: 1.13 5.95 4.52
O: 0.25 7.49 6.25
C: 1.11 7.34 7.41
C: 2.57 7.23 7.07
C: -1.32 6.83 4.40
H: 0.76 6.48 7.99
H: 0.90 8.24 7.99
H: 2.79 6.31 6.53
H: 3.16 7.24 7.99
H: 2.89 8.07 6.45
H: -2.17 7.03 5.05
H: -1.57 6.06 3.68
H: -0.99 7.74 3.90

***

# 7
Here is a gas-phase ion, C5H8N (charge +1) at a distorted geometry from OMol25. Energies are from the ωB97M-V functional and the def2-TZVPD basis.

E: -6791.9188 eV
molecular weight: 82.1 g mol⁻¹
HOMO (alpha / beta): -13.1 / -13.3 eV
largest force on an atom: 2.7 eV Å⁻¹
charge: +1
LUMO energy (alpha / beta): -5.34 / -5.49 eV
HOMO-LUMO gap (alpha / beta): 7.737 / 7.821 eV

Element x y z (Å)
C: 1.26 -1.14 0.75
C: 0.66 -1.24 -0.48
C: 0.39 -1.02 1.82
C: -0.87 0.87 -0.37
C: 0.03 1.11 -1.50
N: -0.20 -0.32 -1.07
H: 2.28 -1.39 1.08
H: 0.79 -1.28 2.73
H: -0.63 -0.80 1.79
H: -0.46 1.11 0.57
H: -1.91 1.01 -0.39
H: -0.35 1.29 -2.46
H: 1.06 1.32 -1.48
H: -0.79 -0.81 -1.66

***

What did the sixth record say?
Here is 7 unconnected molecules or ions with the total composition C20H53ClN4O19PS6 at a distorted geometry from OMol25. Energies are from the ωB97M-V functional and the def2-TZVPD basis.

E: -153275.8472 eV
molecular weight: 912.5 g mol⁻¹
HOMO: -11.5 eV
largest force on an atom: 1.2 eV Å⁻¹
charge: +1
LUMO energy: -3.51 eV
HOMO-LUMO gap: 8.011 eV

Element x y z (Å)
O: -0.21 1.56 -4.41
P: -0.40 0.54 -5.44
N: 0.88 0.68 -6.57
C: 1.51 -0.13 -7.43
N: 2.58 0.24 -8.16
C: 2.89 -0.82 -8.89
N: 2.09 -1.84 -8.67
N: 1.19 -1.41 -7.72
Cl: -0.05 -2.42 -7.25
H: -1.55 0.75 -6.21
H: -0.37 -0.79 -4.99
H: 1.27 1.62 -6.57
H: 3.69 -0.86 -9.61
H: 2.01 -2.77 -9.08
O: -2.81 -1.00 -1.84
S: -1.45 -0.68 -1.51
O: -0.42 -1.15 -2.40
O: -1.13 -1.13 -0.04
C: -1.44 -2.49 0.37
C: -0.49 -3.50 -0.23
C: -1.24 1.04 -1.27
H: -2.48 -2.70 0.12
H: -1.35 -2.44 1.45
H: -0.61 -3.57 -1.31
H: -0.68 -4.48 0.20
H: 0.54 -3.21 -0.01
H: -2.00 1.40 -0.58
H: -1.35 1.51 -2.25
H: -0.25 1.22 -0.88
O: -2.39 1.42 1.83
S: -3.05 1.90 3.02
O: -3.00 3.31 3.29
O: -2.54 1.07 4.25
C: -1.09 0.96 4.45
C: -0.49 2.24 4.97
C: -4.72 1.36 3.04
H: -0.64 0.64 3.51
H: -0.99 0.15 5.17
H: -0.57 3.04 4.24
H: 0.56 2.09 5.20
H: -1.00 2.57 5.87
H: -4.75 0.30 2.83
H: -5.24 1.92 2.26
H: -5.14 1.60 4.01
O: -1.76 -0.39 7.29
S: -2.88 -0.24 8.18
O: -2.99 0.96 8.94
O: -2.95 -1.50 9.13
C: -1.74 -1.85 9.87
C: -1.47 -0.93 11.03
C: -4.37 -0.52 7.31
H: -0.91 -1.89 9.17
H: -1.94 -2.87 10.21
H: -1.23 0.08 10.70
H: -0.62 -1.32 11.60
H: -2.34 -0.87 11.69
H: -4.28 -1.45 6.74
H: -4.50 0.33 6.65
H: -5.19 -0.58 8.03
O: 0.22 -5.29 -11.18
S: 0.66 -4.01 -11.64
O: 1.32 -3.15 -10.68
O: -0.55 -3.24 -12.30
C: -1.81 -3.20 -11.56
C: -1.63 -2.38 -10.31
C: 1.66 -4.15 -13.07
H: -2.12 -4.22 -11.32
H: -2.53 -2.78 -12.25
H: -0.94 -2.91 -9.66
H: -2.57 -2.26 -9.77
H: -1.22 -1.40 -10.53
H: 1.15 -4.79 -13.79
H: 2.60 -4.60 -12.75
H: 1.83 -3.15 -13.48
O: 3.96 -0.56 -0.35
S: 3.73 -1.97 -0.33
O: 3.01 -2.54 0.77
O: 5.11 -2.72 -0.52
C: 6.20 -2.36 0.39
C: 6.02 -2.92 1.78
C: 2.97 -2.48 -1.83
H: 6.29 -1.27 0.39
H: 7.07 -2.77 -0.10
H: 5.17 -2.48 2.29
H: 6.92 -2.71 2.36
H: 5.87 -4.00 1.74
H: 3.53 -2.06 -2.66
H: 1.95 -2.09 -1.81
H: 2.97 -3.57 -1.86
O: -0.48 5.15 6.21
S: 0.00 6.20 5.36
O: 1.13 5.95 4.52
O: 0.25 7.49 6.25
C: 1.11 7.34 7.41
C: 2.57 7.23 7.07
C: -1.32 6.83 4.40
H: 0.76 6.48 7.99
H: 0.90 8.24 7.99
H: 2.79 6.31 6.53
H: 3.16 7.24 7.99
H: 2.89 8.07 6.45
H: -2.17 7.03 5.05
H: -1.57 6.06 3.68
H: -0.99 7.74 3.90

***

Which of these has the lowest E? C20H53ClN4O19PS6

***

What is the largest force on an atom in the fourth record? 2.3 eV Å⁻¹